72
Properties=species:S:1:pos:R:3 method="wB97M-V/def2-TZVPD" spin_multiplicity=1 homo_ha="-0.37675 / -0.37675" e_lumo_ev="-4.873 / -4.866" total_charge=+1 gap_ha="0.198 / 0.198"
Ce -0.04801 0.32550 1.22584
C 3.55235 1.38785 1.53314
P 3.83384 -0.45459 1.53781
C 2.20006 -1.14428 2.02602
C 1.59853 -0.74165 3.16423
C 0.52680 -1.58046 3.84924
C 0.83271 -3.04658 3.60495
C 1.38883 -3.44275 2.47109
C 1.73942 -2.44083 1.40484
C 4.04882 -0.87488 -0.21650
C 3.13451 -0.62602 -1.24404
C 3.43619 -0.95298 -2.55437
C 4.66897 -1.51521 -2.86397
C 5.59280 -1.75764 -1.85956
C 5.28103 -1.44521 -0.54224
C 2.77809 1.96307 0.39994
C 3.24202 2.64945 -0.68098
C 2.10670 3.02855 -1.46746
C 1.00449 2.56194 -0.81914
C -0.43754 2.61673 -1.21898
P -0.91761 1.07983 -2.17151
C -2.15232 1.71606 -3.35934
C -3.36631 2.29019 -2.98367
C -4.22972 2.79117 -3.94356
C -3.88784 2.72203 -5.28992
C -2.68460 2.15160 -5.67304
C -1.81852 1.64691 -4.71000
C -2.05924 0.15048 -1.03259
C -2.78165 0.62867 0.06787
C -3.68516 -0.19525 0.73868
C -3.87238 -1.50680 0.33126
C -3.14954 -2.00131 -0.74680
C -2.24923 -1.18371 -1.41132
N 1.38898 1.88616 0.33817
H 4.55658 1.81312 1.53255
H 3.12259 1.65500 2.50329
H 2.01152 0.08454 3.72740
H 0.63005 -1.38054 4.92307
H 0.55681 -3.75986 4.37123
H 1.57347 -4.48947 2.26376
H 2.49541 -2.81907 0.72116
H 2.18041 -0.16075 -1.03975
H 2.71341 -0.75422 -3.33526
H 4.90862 -1.76045 -3.89046
H 6.55303 -2.19575 -2.09713
H 5.99914 -1.65191 0.24265
H 4.27756 2.87332 -0.88826
H 2.11057 3.59724 -2.38493
H -0.60758 3.44751 -1.90350
H -1.08663 2.81380 -0.35652
H -3.64917 2.34543 -1.93843
H -5.17050 3.23432 -3.64429
H -4.56473 3.11213 -6.03851
H -2.41834 2.09408 -6.72008
H -0.87971 1.19674 -5.01004
H -2.71607 1.67433 0.36429
H -4.27268 0.20461 1.55257
H -4.58682 -2.13738 0.84437
H -3.28412 -3.02562 -1.06839
H -1.67782 -1.57862 -2.24372
C -1.87140 -2.44504 3.53272
C -0.96612 -1.25497 3.59164
S 0.22025 -2.17702 0.37641
C -1.49227 0.03034 3.68552
C -2.94991 0.31702 3.97077
S -0.52395 1.45508 3.64263
H -1.46837 -3.18195 2.84034
H -2.87908 -2.19176 3.22277
H -1.92338 -2.92081 4.51827
H -3.60335 -0.54454 3.87747
H -3.31998 1.12734 3.34711
H -3.01293 0.66775 5.00321

---

77
Properties=species:S:1:pos:R:3 method="wB97M-V/def2-TZVPD" spin_multiplicity=6 s_squared=8.786 de_lowest_kj_mol=218.2 homo_ha="-0.14907 / -0.28823" e_lumo_ev="0.094 / -0.671" total_charge=0 gap_ha="0.153 / 0.264"
Ru -0.30270 -0.83199 0.01441
C 6.63590 -1.53259 1.38621
C 6.33580 -0.45459 0.57031
C 5.07880 -0.33199 0.00731
C 4.10330 -1.29459 0.25411
C 4.41280 -2.38639 1.06231
C 5.67050 -2.49969 1.62851
P 2.32290 -1.00939 -0.24429
C 2.47870 0.45821 -1.31349
C 2.17640 1.78811 -1.00819
C 2.41220 2.78141 -1.94149
C 2.89140 2.47311 -3.20549
C 3.13560 1.14581 -3.54209
C 2.93650 0.15651 -2.60629
C 1.64840 -0.54089 1.38611
C 1.77150 0.65101 2.15691
C 1.26900 0.71221 3.43421
C 0.63160 -0.38689 4.01381
C 0.58690 -1.60299 3.32721
C 1.12720 -1.69919 2.06491
H 7.61850 -1.61779 1.82761
H 7.08190 0.30221 0.37161
H 4.85590 0.50621 -0.63499
H 3.66630 -3.14759 1.24031
H 5.90810 -3.34129 2.26451
H 1.77600 2.05211 -0.04179
H 2.21240 3.80991 -1.67529
H 3.06570 3.25401 -3.92889
H 3.48850 0.89831 -4.53359
H 3.14630 -0.87679 -2.84529
H 2.31260 1.49541 1.75971
H 1.36830 1.62431 4.00421
H 0.20530 -0.31579 5.00111
H 0.14190 -2.48219 3.76571
O -2.55130 -0.88929 -0.67649
S -3.92080 -1.32459 -0.30979
C -4.89800 0.27341 -0.04529
C -4.00930 1.49091 0.15181
C -3.48160 2.04101 -1.17439
C -2.55860 3.22541 -0.95189
S -0.77700 2.67341 -0.69139
O -0.82800 1.49781 0.23751
C -0.56930 2.05161 -2.35959
C -0.45060 0.69711 -2.68539
C -0.19390 0.33081 -3.99209
C -0.04020 1.29471 -4.97949
C -0.10110 2.64821 -4.64129
C -0.35610 3.02101 -3.34289
C -4.00570 -1.74549 1.44131
C -5.04040 -2.60109 1.79531
C -5.27430 -2.87499 3.13041
C -4.45290 -2.30599 4.09381
C -3.40300 -1.47719 3.72511
C -3.17600 -1.18199 2.39341
H -5.53160 0.09441 0.82281
H -5.52510 0.38771 -0.92849
H -3.15500 1.23761 0.78291
H -4.59130 2.26311 0.66751
H -4.32540 2.33131 -1.80869
H -2.93710 1.24841 -1.69569
H -2.85290 3.80421 -0.07639
H -2.51600 3.88541 -1.81539
H -0.55030 -0.09239 -1.91169
H -0.11460 -0.71719 -4.23819
H 0.14120 1.00331 -6.00119
H 0.04650 3.40951 -5.39349
H -0.37770 4.06251 -3.05759
H -5.65240 -3.03349 1.01671
H -6.08960 -3.52229 3.42061
H -4.62510 -2.51859 5.13841
H -2.76440 -1.05189 4.48601
H -2.35210 -0.54089 2.09321
O -0.19190 -4.83409 0.83771
S -0.15090 -3.43159 0.62671
O 1.21910 -2.90589 1.41051
O 0.03950 -3.01399 -0.76189
O -1.22510 -2.66659 1.24711

---

78
Properties=species:S:1:pos:R:3 method="wB97M-V/def2-TZVPD" spin_multiplicity=3 s_squared=2.036 homo_ha="-0.46753 / -0.51500" e_lumo_ev="-5.085 / -8.397" total_charge=+2 gap_ha="0.281 / 0.206"
Au -1.34275 -0.07373 0.29394
N 4.96269 2.36858 5.10368
C 3.79112 2.20009 4.50895
C 3.35130 0.88310 4.15975
C 2.12865 0.71497 3.58371
C 1.32284 1.83894 3.31739
C 1.74674 3.14585 3.64709
C 2.96070 3.33110 4.23296
S -0.31655 1.59652 2.65654
O -0.71552 0.29185 3.11530
O -1.05244 2.76149 3.03017
N -0.09276 1.43873 1.07041
C 0.03378 2.58150 0.24310
N 0.78071 3.58705 0.67549
C 0.89143 4.61726 -0.16681
C 0.29526 4.62704 -1.41458
C -0.44263 3.50881 -1.75766
N -0.58849 2.47530 -0.92710
H 5.55959 1.58520 5.32818
H 5.28733 3.28509 5.37921
H 3.98790 0.03688 4.38470
H 1.75289 -0.26882 3.34233
H 1.08105 3.97214 3.44927
H 3.30244 4.31766 4.51842
H 1.48742 5.45601 0.17372
H 0.40040 5.46563 -2.08590
H -0.93719 3.43136 -2.71898
C -4.20029 0.94377 -1.78014
C -4.64817 0.60911 -0.36066
C -4.16333 1.64571 0.64689
C -4.30198 -0.83278 0.04131
C -5.13820 -1.87754 -0.70635
O -4.16291 -2.75059 -1.32816
C -2.95050 -2.30272 -1.04560
N -2.91314 -1.25686 -0.29558
C -1.85591 -3.12666 -1.62075
C -2.26215 -4.33961 -2.18272
C -1.34858 -5.21431 -2.74668
C -0.00361 -4.89195 -2.76413
C 0.41504 -3.69380 -2.20928
C -0.48815 -2.80050 -1.63821
P 0.27420 -1.32026 -0.93029
C 1.08079 -0.40487 -2.23332
C 0.78786 -0.62962 -3.57693
C 1.35959 0.17923 -4.54847
C 2.21305 1.20917 -4.18175
C 2.49962 1.44149 -2.84084
C 1.92997 0.64347 -1.86585
C 1.50370 -1.93155 0.23932
C 2.85324 -2.04060 -0.08718
C 3.73450 -2.62397 0.81215
C 3.27057 -3.10896 2.02684
C 1.92482 -2.99731 2.35700
C 1.04342 -2.40168 1.47004
H -4.57574 1.92509 -2.06826
H -4.56565 0.22760 -2.51894
H -3.10972 0.97859 -1.85239
H -5.74355 0.63105 -0.33082
H -3.07063 1.75093 0.65226
H -4.48000 1.41072 1.66331
H -4.54824 2.63288 0.39107
H -4.41857 -0.94396 1.12151
H -5.74256 -1.45140 -1.50513
H -5.75943 -2.48890 -0.05776
H -3.30818 -4.60165 -2.17434
H -1.69412 -6.14765 -3.16902
H 0.71961 -5.56634 -3.20147
H 1.47123 -3.45110 -2.21806
H 0.12146 -1.43034 -3.87051
H 1.13992 0.00080 -5.59199
H 2.65955 1.83423 -4.94351
H 3.16473 2.24668 -2.55905
H 2.13984 0.83366 -0.81893
H 3.21920 -1.68549 -1.04196
H 4.77991 -2.71918 0.55139
H 3.95628 -3.58960 2.71237
H 1.55968 -3.38348 3.29955
H -0.00440 -2.31451 1.73672

---

Calculated total energy readings, ordered: -90438.049; -92432.991; -73188.875 eV